Entry 1
C3H6N2O2S | wB97M-V/def2-TZVPD

Results
- molar mass (g mol⁻¹) = 134.160
- gap between HOMO and LUMO (eV) = 10.1179
- SMILES = [H]/N=C(/NO)SC(C)=O
- multiplicity = 1

Geometry as XYZ:
```
14
Properties=species:S:1:pos:R:3:lowdin_charge:R:1
C 0.67529 -1.33581 2.04965 -0.076
C 0.27745 -0.74691 0.71548 -0.757
C -0.73546 1.27731 -0.84706 -0.702
H 1.38334 -0.65914 2.60379 0.091
H 1.09722 -2.36043 1.90355 0.100
H -0.23841 -1.46716 2.65069 0.089
H -2.40050 1.71650 -0.07638 0.037
H -0.46095 1.19379 -2.79801 0.131
H 0.88511 -0.48149 -1.77532 0.078
N -1.95137 1.60579 -0.97597 0.097
N 0.08477 1.23127 -1.96217 -0.073
O 0.09663 -1.41720 -0.27214 0.009
O 1.20469 0.43016 -1.95776 -0.060
S 0.08219 1.01334 0.74165 1.037
```

---

Entry 2
C3H6N2O2S | wB97M-V/def2-TZVPD

Results
- molar mass (g mol⁻¹) = 134.160
- gap between HOMO and LUMO (eV) = 9.3815
- SMILES = C[C@H]1ON=C(NS)O1
- multiplicity = 1

Geometry as XYZ:
```
14
Properties=species:S:1:pos:R:3:lowdin_charge:R:1
C -1.17021 0.80320 2.08758 0.004
C -0.04776 0.49763 1.05682 -0.371
C 0.29471 -0.36653 -0.89969 -0.517
H -0.75548 0.58028 3.03035 0.061
H -1.49893 1.89818 2.07311 0.105
H -2.05649 0.21490 1.76831 0.095
H 0.78932 1.15585 1.24435 0.142
H -0.09784 0.33385 -2.85317 0.110
H 2.32876 -1.50998 -2.92269 -0.138
N 0.83374 -1.22639 -0.10963 0.113
N 0.37187 -0.39525 -2.29219 -0.356
O 0.37733 -0.86028 1.20531 -0.075
O -0.38535 0.64988 -0.32616 0.062
S 1.01632 -1.77536 -3.06230 0.765
```

---

How do the structures above rank in stability at the extremes? entry 1 comes first and entry 2 comes last.